{
  "formula": "C72H170O36",
  "method": "ωB97M-V with the def2-TZVPD basis set",
  "symbols": ["C", "O", "C", "C", "O", "C", "C", "O", "C", "H", "H", "H", "H", "H", "H", "H", "H", "H", "H", "H", "H", "H", "H", "C", "O", "C", "C", "O", "C", "C", "O", "C", "H", "H", "H", "H", "H", "H", "H", "H", "H", "H", "H", "H", "H", "H", "C", "O", "C", "C", "O", "C", "C", "O", "C", "H", "H", "H", "H", "H", "H", "H", "H", "H", "H", "H", "H", "H", "H", "C", "O", "C", "C", "O", "C", "C", "O", "C", "H", "H", "H", "H", "H", "H", "H", "H", "H", "H", "H", "H", "H", "H", "C", "O", "C", "C", "O", "C", "C", "O", "C", "H", "H", "H", "H", "H", "H", "H", "H", "H", "H", "H", "H", "H", "H", "C", "O", "C", "C", "O", "C", "C", "O", "C", "H", "H", "H", "H", "H", "H", "H", "H", "H", "H", "H", "H", "H", "H", "C", "O", "C", "C", "O", "C", "C", "O", "C", "H", "H", "H", "H", "H", "H", "H", "H", "H", "H", "H", "H", "H", "H", "C", "O", "C", "C", "O", "C", "C", "O", "C", "H", "H", "H", "H", "H", "H", "H", "H", "H", "H", "H", "H", "H", "H", "C", "O", "C", "C", "O", "C", "C", "O", "C", "H", "H", "H", "H", "H", "H", "H", "H", "H", "H", "H", "H", "H", "H", "C", "O", "C", "C", "O", "C", "C", "O", "C", "H", "H", "H", "H", "H", "H", "H", "H", "H", "H", "H", "H", "H", "H", "C", "O", "C", "C", "O", "C", "H", "H", "H", "H", "H", "H", "H", "H", "H", "H", "C", "O", "C", "C", "O", "C", "H", "H", "H", "H", "H", "H", "H", "H", "H", "H", "C", "O", "C", "C", "O", "C", "H", "H", "H", "H", "H", "H", "H", "H", "H", "H"],
  "coordinates": [[-0.52274, -2.56154, -4.44839], [-1.80644, -2.17009, -3.98310], [-2.86983, -2.93113, -4.62323], [-3.38000, -2.25600, -5.92329], [-4.54152, -2.87027, -6.40376], [-5.07484, -2.32634, -7.61265], [-6.37353, -3.10852, -8.05832], [-7.51136, -2.93483, -7.21222], [-8.57849, -3.79369, -7.38321], [-0.26547, -3.50991, -3.97671], [0.30358, -1.97096, -4.05279], [-0.42730, -2.58089, -5.53403], [-3.75226, -2.75759, -4.00736], [-2.74537, -4.01389, -4.63899], [-2.56257, -2.16582, -6.63866], [-3.73866, -1.24574, -5.72622], [-4.41795, -2.18824, -8.47144], [-5.36398, -1.29100, -7.43223], [-6.11657, -4.16683, -8.01288], [-6.62947, -2.77240, -9.06311], [-9.09511, -3.69002, -8.33738], [-9.35998, -3.51239, -6.67734], [-8.42215, -4.85561, -7.19351], [-0.05617, 2.67974, 9.91126], [-1.07447, 2.17481, 9.04107], [-0.71002, 0.90563, 8.50316], [-1.72185, 0.40917, 7.41110], [-1.53466, 1.06809, 6.16184], [-1.81316, 2.48849, 6.19513], [-2.29369, 3.05226, 4.88363], [-3.48613, 2.37516, 4.56430], [-4.26451, 2.99057, 3.57554], [0.11504, 1.94281, 10.69593], [-0.46381, 3.59264, 10.34546], [0.89277, 2.87351, 9.41120], [-0.54779, 0.11900, 9.24004], [0.22492, 1.10329, 7.97883], [-2.78747, 0.48430, 7.62771], [-1.69361, -0.64460, 7.13385], [-0.83276, 2.88673, 6.45651], [-2.50554, 2.72705, 7.00246], [-1.45041, 2.94336, 4.20163], [-2.52820, 4.09946, 5.07459], [-5.14085, 2.37670, 3.36745], [-3.71774, 3.10236, 2.63924], [-4.63041, 3.93968, 3.96720], [1.56063, -3.76066, 3.15769], [0.22104, -4.17211, 3.27701], [-0.78298, -3.22806, 2.89435], [-0.74453, -3.14292, 1.34372], [-0.91531, -4.47529, 0.80846], [-0.75204, -4.62074, -0.62485], [0.74216, -4.61151, -1.05081], [1.18739, -3.27597, -1.07155], [2.41179, -3.09894, -1.78219], [1.74710, -2.74190, 3.49749], [1.73694, -3.85341, 2.08606], [2.14079, -4.42145, 3.80179], [-0.58697, -2.23270, 3.29303], [-1.77151, -3.57597, 3.19410], [0.25703, -2.79814, 1.08661], [-1.41860, -2.37208, 0.97019], [-1.27537, -3.83681, -1.17228], [-1.18467, -5.60655, -0.79549], [0.87393, -4.99909, -2.06102], [1.29172, -5.28471, -0.39286], [2.79610, -2.07987, -1.73862], [2.21228, -3.28537, -2.83744], [3.17359, -3.79890, -1.43894], [9.38782, 0.11543, 0.85594], [8.66688, 0.25013, -0.32895], [8.95220, 1.45791, -1.00967], [8.04389, 1.67991, -2.25744], [6.66506, 1.85456, -1.97845], [6.35580, 3.09759, -1.44695], [4.79501, 3.33291, -1.46789], [4.26468, 3.69439, -2.74676], [4.18466, 2.58474, -3.59092], [8.99942, -0.72649, 1.42901], [9.44743, 1.01304, 1.47144], [10.36991, -0.20601, 0.50910], [10.00031, 1.54251, -1.29677], [8.82994, 2.32890, -0.36583], [8.18051, 0.82788, -2.92339], [8.42000, 2.50274, -2.86538], [6.82179, 3.84642, -2.08742], [6.74766, 3.10124, -0.42983], [4.52247, 4.20154, -0.86847], [4.25966, 2.51198, -0.99086], [5.16396, 2.22536, -3.90699], [3.60721, 2.85009, -4.47649], [3.64914, 1.74214, -3.15350], [2.14361, -0.09377, -5.51801], [2.51686, -1.14878, -6.29194], [3.66277, -1.00338, -7.01666], [4.15298, -2.36907, -7.45076], [4.96108, -3.07020, -6.54769], [4.29418, -3.75056, -5.48116], [5.31233, -4.48916, -4.66500], [6.07993, -5.33319, -5.51576], [6.61990, -6.42853, -4.87404], [1.05674, -0.04602, -5.45067], [2.49873, 0.87847, -5.85968], [2.52086, -0.25044, -4.50744], [4.46217, -0.65093, -6.36484], [3.54226, -0.24899, -7.79412], [4.63750, -2.31145, -8.42544], [3.33513, -3.02649, -7.74579], [3.44832, -4.40334, -5.69683], [3.78919, -3.01983, -4.84940], [4.81204, -4.96209, -3.81993], [5.99684, -3.74210, -4.26320], [7.03468, -6.99692, -5.70649], [5.81987, -6.97946, -4.37955], [7.29654, -6.13962, -4.06979], [-8.33797, 0.84560, 1.63316], [-7.24533, 1.71435, 1.35715], [-6.03556, 1.09826, 0.87476], [-6.16203, 0.12821, -0.37013], [-6.42908, -1.17349, 0.09138], [-6.29025, -2.13761, -0.95376], [-6.53757, -3.50754, -0.27082], [-5.49899, -3.95511, 0.62370], [-4.25535, -4.17259, 0.01357], [-8.79780, 1.14470, 2.57507], [-8.10303, -0.19987, 1.83288], [-8.95743, 0.86498, 0.73650], [-5.50703, 0.51399, 1.62801], [-5.25119, 1.76979, 0.52558], [-5.27682, 0.21395, -1.00033], [-6.96002, 0.47375, -1.02734], [-5.32938, -2.17669, -1.46689], [-7.11275, -2.04662, -1.66320], [-6.57736, -4.28211, -1.03669], [-7.45945, -3.56352, 0.30806], [-4.40664, -4.63469, -0.96196], [-3.67901, -4.81087, 0.68329], [-3.67834, -3.26723, -0.17486], [-8.80981, -3.49766, 6.82873], [-8.93377, -2.06438, 6.94330], [-7.81541, -1.27910, 6.52401], [-7.44672, -1.30925, 4.98445], [-7.08496, -2.63542, 4.49224], [-6.16942, -2.54965, 3.38798], [-4.72388, -2.92775, 3.77179], [-4.10030, -2.13937, 4.78990], [-3.57683, -0.94781, 4.27937], [-9.62102, -4.08054, 7.26498], [-7.89771, -3.84150, 7.31652], [-8.78664, -3.78424, 5.77733], [-6.91791, -1.53468, 7.08728], [-8.02261, -0.27294, 6.88841], [-6.58569, -0.65048, 4.87155], [-8.28606, -0.89490, 4.42593], [-6.25054, -1.67534, 2.74214], [-6.57686, -3.27386, 2.68256], [-4.13334, -2.96828, 2.85652], [-4.59328, -3.90987, 4.22621], [-3.31205, -0.21669, 5.04321], [-4.30446, -0.45284, 3.63619], [-2.70485, -1.15025, 3.65746], [3.89358, -6.67672, -1.29811], [4.20470, -5.96613, -0.10064], [5.50537, -6.24933, 0.39377], [6.58764, -5.60917, -0.40539], [6.33101, -4.27292, -0.53934], [7.30445, -3.62682, -1.33359], [6.86890, -2.16001, -1.54016], [5.62614, -2.11305, -2.27295], [5.14650, -0.78834, -2.42141], [4.67296, -6.46153, -2.02912], [2.92946, -6.38572, -1.71509], [3.97362, -7.75419, -1.15402], [5.74695, -7.30868, 0.48034], [5.61319, -5.82644, 1.39259], [6.69057, -5.99317, -1.42030], [7.53049, -5.79481, 0.10907], [7.42267, -4.05838, -2.32751], [8.25152, -3.57445, -0.79654], [7.74610, -1.69066, -1.98550], [6.74276, -1.67578, -0.57179], [4.94776, -0.34434, -1.44598], [4.18526, -0.83317, -2.93335], [5.93514, -0.20441, -2.89595], [-3.25374, 4.63159, 0.70304], [-4.51214, 5.14362, 0.40124], [-4.65464, 6.59114, 0.33370], [-4.90748, 7.28023, 1.65574], [-6.23102, 7.15354, 2.17282], [-6.56046, 5.83366, 2.59435], [-8.02229, 5.83038, 2.94803], [-8.36589, 6.69888, 3.97638], [-8.83352, 8.03632, 3.67216], [-2.49489, 4.96613, -0.00431], [-3.15643, 3.54777, 0.64011], [-2.95085, 4.89545, 1.71633], [-5.54425, 6.88464, -0.22356], [-3.76783, 7.04442, -0.10924], [-4.74304, 8.35754, 1.63383], [-4.24196, 6.98579, 2.46720], [-6.01332, 5.68212, 3.52482], [-6.32187, 5.09434, 1.82978], [-8.16197, 4.83471, 3.36903], [-8.68560, 5.86911, 2.08396], [-8.03735, 8.55463, 3.13776], [-9.03190, 8.53137, 4.62279], [-9.76114, 8.03300, 3.09979], [10.99001, 3.22766, 2.72866], [9.64005, 3.08166, 3.11166], [8.78765, 4.00797, 2.57835], [7.25616, 3.60142, 2.62401], [7.00515, 2.43923, 1.86490], [5.66537, 1.93007, 2.01891], [5.59454, 0.54695, 1.31942], [4.35185, -0.07202, 1.68377], [4.17845, -1.37991, 1.23643], [11.12264, 3.46078, 1.67218], [11.54331, 2.29932, 2.87064], [11.40563, 4.04802, 3.31378], [9.04379, 4.29187, 1.55762], [8.89766, 4.97652, 3.06611], [6.71249, 4.45413, 2.21733], [7.04239, 3.46434, 3.68401], [4.98219, 2.65101, 1.56989], [5.42881, 1.97267, 3.08208], [6.54228, 0.02625, 1.45641], [5.51053, 0.75059, 0.25192], [3.15909, -1.68601, 1.47155], [4.84389, -2.08459, 1.73513], [4.16144, -1.42139, 0.14735], [-3.19689, 3.51903, -3.06437], [-2.83213, 2.25793, -3.63472], [-1.49649, 2.15967, -4.02032], [-1.18796, 2.82918, -5.37447], [-0.65078, 4.13054, -5.12598], [-0.49101, 4.89316, -6.36476], [-4.24595, 3.60070, -2.77994], [-3.07359, 4.31161, -3.80242], [-2.49249, 3.75559, -2.26690], [-1.33082, 1.08401, -4.08030], [-0.78480, 2.47418, -3.25698], [-2.10100, 2.79028, -5.96855], [-0.32212, 2.38515, -5.86564], [-1.28114, 4.76072, -7.10385], [0.46748, 4.65321, -6.82501], [-0.57444, 5.92777, -6.03204], [1.67423, 0.49882, -1.03787], [0.23739, 0.65234, -0.89119], [-0.57359, -0.39965, -1.36832], [-2.05365, -0.20594, -0.95561], [-2.42347, -0.09660, 0.40429], [-1.73190, 0.84112, 1.21622], [2.01203, 0.23728, -2.04067], [1.93563, -0.27918, -0.32059], [2.21913, 1.40957, -0.78941], [-0.19732, -1.33611, -0.95652], [-0.47943, -0.45653, -2.45275], [-2.69722, -0.99578, -1.34298], [-2.34143, 0.75213, -1.38850], [-0.75395, 0.38268, 1.36303], [-2.22254, 0.87889, 2.18882], [-1.60737, 1.87883, 0.90679], [3.69947, 5.52811, 1.85614], [3.47685, 4.17839, 2.14620], [2.09856, 3.85880, 1.93688], [1.85877, 2.31998, 2.13719], [2.03641, 1.93586, 3.50401], [1.57035, 0.66602, 3.88973], [3.73327, 5.68292, 0.77772], [4.70723, 5.81434, 2.15710], [3.00963, 6.18523, 2.38567], [1.82683, 4.06966, 0.90257], [1.47236, 4.39997, 2.64619], [2.66370, 1.79082, 1.62709], [0.92956, 1.87301, 1.78381], [1.62364, 0.56312, 4.97356], [2.37299, 0.06312, 3.46501], [0.61400, 0.30816, 3.50840]],
  "forces_ev_per_angstrom": [[0.37, -0.57, 0.61], [-0.41, -0.54, -1.02], [-1.33, 1.75, 0.59], [0.48, 0.67, 0.01], [-0.10, -1.50, -1.28], [-2.05, 0.34, 0.76], [0.72, -0.10, 0.87], [1.38, 1.02, 0.45], [-1.41, -0.21, -0.03], [-0.17, -0.68, -0.49], [-0.51, 0.89, 0.04], [-0.11, -0.15, -0.04], [0.16, -0.27, 0.66], [0.61, 0.05, -0.42], [-0.01, -0.26, -0.55], [0.75, 0.49, 0.63], [0.60, -0.94, 0.03], [-0.30, 0.33, 0.38], [0.10, -0.21, -0.49], [0.09, -0.17, -0.25], [0.32, -0.01, -0.56], [0.21, 0.23, 0.30], [0.69, -0.16, -0.09], [-0.95, -0.43, -0.05], [0.08, -0.40, 0.34], [-0.66, 0.08, -1.44], [-0.15, 0.67, -0.49], [-0.43, 0.50, -0.43], [0.93, -0.80, 0.88], [-0.19, -0.71, 1.07], [0.36, -0.64, -0.22], [-0.25, -0.05, 0.05], [0.15, 0.05, 0.26], [0.19, -0.03, -0.03], [0.02, 0.06, -0.29], [-0.11, 0.13, 0.43], [0.35, -0.54, -0.20], [-0.09, 0.60, 0.93], [0.96, -0.19, 0.44], [-0.13, 0.87, -0.01], [-0.15, -0.13, -0.01], [-0.32, 0.00, -0.85], [0.25, 0.37, -0.20], [0.05, -0.16, 0.14], [0.01, 0.18, 0.08], [0.05, 0.38, -0.31], [-0.78, -0.16, -0.46], [-1.36, 0.25, 1.52], [0.76, -0.78, -1.94], [0.80, -0.39, 0.56], [-0.28, 0.96, -0.56], [1.01, 0.00, 1.20], [-1.12, 0.09, -0.11], [0.68, 0.68, 0.42], [-0.35, -0.55, -0.23], [-0.16, 0.33, -0.01], [1.19, 0.05, 0.03], [0.16, -0.13, -0.44], [0.02, 0.14, 0.21], [0.24, -0.21, 0.38], [0.11, 0.11, -0.17], [-0.57, -0.28, -0.21], [-0.22, 0.06, -0.08], [0.01, 0.08, -0.39], [-0.34, -0.34, -0.36], [0.34, 0.25, 0.37], [-0.34, -0.04, 0.54], [0.08, -0.22, -0.38], [0.19, 0.07, 0.13], [1.02, -0.75, -0.22], [-1.28, 0.88, -0.92], [-0.71, 0.73, -0.40], [0.59, -0.79, 0.59], [0.51, -1.47, -0.75], [-1.45, 0.52, 0.12], [0.94, 0.96, -0.03], [0.30, -0.62, 0.80], [-0.21, -0.40, -0.99], [-0.33, 0.17, 0.03], [-0.21, 0.10, -0.02], [0.68, 0.18, 0.59], [0.31, -0.45, -0.39], [-0.31, 0.00, 0.55], [-0.48, -0.35, 0.12], [0.14, 0.51, 0.28], [0.05, 0.54, 0.19], [-0.19, 0.64, 0.27], [0.51, 0.08, 0.28], [-0.01, -0.51, -0.31], [0.09, 0.00, 0.00], [0.07, 0.29, -0.04], [-0.05, -0.13, 0.43], [-0.51, 1.00, 1.22], [-1.60, -1.53, -0.38], [1.80, -0.25, 0.28], [-0.82, -0.70, -1.42], [-0.02, -0.35, 0.41], [-0.28, 0.84, 0.37], [0.96, 0.97, -0.65], [-1.21, 0.86, -0.05], [-0.47, -0.29, -0.02], [-0.09, -0.03, -0.07], [0.14, 0.10, -0.26], [0.12, 0.24, 0.40], [0.35, 0.41, 0.21], [-0.01, -0.18, -0.53], [0.86, 0.32, 0.26], [-0.74, 0.11, 0.35], [0.14, -0.36, -1.26], [0.24, 0.36, 0.42], [0.02, -0.52, -0.02], [0.05, 0.08, 0.33], [0.50, -0.38, 0.64], [-0.13, -0.54, 0.01], [0.66, -0.08, -0.14], [0.37, -0.34, -0.16], [1.70, -0.25, -0.21], [-0.07, -1.44, -1.35], [-0.74, 1.29, 1.18], [0.87, -0.31, -1.06], [-1.33, -1.49, 1.94], [1.33, -0.45, -0.08], [-0.68, 0.80, 0.02], [-0.06, -0.10, -0.09], [-0.41, 0.58, -0.39], [0.68, -0.11, -0.30], [-0.64, 0.00, 0.41], [-0.34, -0.21, 0.48], [-0.70, 1.14, 0.34], [0.53, -0.35, 0.29], [-0.45, 0.11, -0.04], [0.19, 0.54, 0.07], [0.06, 0.32, -0.40], [-0.30, -0.01, -0.46], [0.03, 0.41, -0.06], [0.14, -0.43, -0.18], [0.04, -0.03, -0.18], [0.01, 0.38, 0.20], [0.66, 0.41, -0.62], [-0.27, -0.44, -0.04], [0.34, -1.06, -0.67], [-0.15, -0.59, 1.36], [0.05, 1.99, 0.32], [-0.28, -1.40, 0.09], [0.04, -0.25, 0.62], [-0.41, 0.22, -0.18], [-0.07, 0.62, -0.44], [-0.39, 0.86, 0.35], [0.24, 0.04, -0.06], [0.24, 0.00, -0.03], [0.22, -0.59, 0.03], [-0.31, 0.19, -0.59], [0.06, 0.15, -0.01], [-0.11, -0.15, -0.27], [0.11, 0.77, 0.68], [0.59, -0.54, 0.04], [0.20, 0.35, -0.25], [-0.89, -0.33, -0.30], [0.02, -0.39, 0.22], [-0.21, 0.19, -0.20], [0.29, 0.01, -0.09], [1.23, 0.13, 0.13], [-0.36, -0.51, 0.09], [-0.15, 0.27, 0.08], [0.43, -0.67, -0.71], [0.05, 1.55, -0.20], [-1.16, 1.80, 0.32], [-0.50, -1.16, 0.35], [0.96, -0.27, 0.29], [0.52, -0.45, 0.42], [-0.09, 0.19, -0.41], [0.06, 0.04, 0.41], [-0.43, -0.22, 0.23], [-0.38, -0.38, -0.10], [-0.59, 0.05, 0.11], [0.02, -0.69, -0.18], [0.39, -0.10, 0.15], [0.03, -0.51, 0.00], [0.35, -0.26, -0.08], [-0.31, 0.51, -0.70], [-0.13, 0.05, 0.16], [0.10, 0.18, 0.15], [0.28, 0.06, -0.47], [-0.50, 0.35, -0.35], [1.08, 0.54, 0.13], [-1.23, 0.61, -0.57], [0.33, -0.30, 0.75], [-0.28, 0.10, 1.73], [0.26, 0.05, -1.12], [-0.19, 1.24, 0.16], [-0.02, -1.13, -0.02], [-0.70, 1.24, 0.77], [0.84, -0.94, -0.06], [0.19, 0.48, -0.10], [-0.95, -0.10, -0.12], [0.21, 0.19, 0.12], [0.09, -0.73, -0.61], [0.14, -0.10, -0.26], [-0.02, 0.09, -0.73], [0.50, -0.57, -0.04], [0.25, -0.48, 0.07], [-0.03, -0.14, 0.15], [-0.29, -0.26, 0.03], [-0.01, 0.44, -0.24], [-0.20, 0.23, -0.09], [0.12, -0.17, 0.00], [-0.02, -0.17, -0.20], [-0.01, 0.34, 0.08], [0.35, -1.64, 0.04], [-1.87, 0.96, -0.97], [2.06, 0.03, 0.03], [0.23, -0.25, 0.02], [0.55, 0.32, -0.21], [-0.99, 1.45, -0.16], [0.92, 0.72, 0.87], [-0.84, -0.28, -0.25], [-0.34, 0.19, -0.26], [-0.23, 0.02, 0.48], [0.47, -0.02, 0.01], [0.13, -0.53, -0.60], [-0.27, 0.26, 0.64], [-0.24, 0.18, 0.11], [-0.49, -0.16, 0.09], [-0.16, -0.19, -0.21], [-0.17, -0.73, 0.17], [-0.27, -0.63, 0.50], [0.39, 0.01, -0.28], [-0.12, 0.09, 0.43], [0.32, -0.09, -0.38], [0.75, -0.32, -0.18], [0.78, 0.36, -0.87], [-1.21, 0.51, 0.63], [0.51, -0.59, -0.74], [1.29, 0.12, 1.28], [-1.23, 0.98, -1.32], [-0.20, -0.14, 1.52], [0.15, -0.77, 0.30], [0.18, 0.14, -0.24], [-0.26, 0.01, 0.43], [0.04, -0.17, -0.40], [-0.02, 0.54, 0.22], [0.04, 0.32, -0.29], [-0.42, -1.14, -0.36], [-0.23, -0.46, 0.16], [0.10, 0.15, -0.01], [0.49, 0.05, -0.25], [-1.25, -0.61, 0.53], [0.89, 1.49, -0.25], [0.14, -0.83, 0.93], [0.41, 1.50, -0.39], [-0.17, 0.02, 0.43], [0.60, -1.18, 0.68], [-0.36, -0.29, -0.31], [0.55, -0.17, -0.12], [-0.58, 0.21, 0.25], [0.07, -0.29, -0.02], [-0.40, -0.09, -0.22], [0.32, -0.06, -0.27], [-0.25, 0.09, -0.60], [0.35, 0.56, 0.28], [-0.28, -0.21, -0.02], [-0.17, -0.05, -0.86], [0.90, 0.23, -0.12], [-0.81, -0.36, 0.18], [-0.15, -1.99, 0.39], [1.45, -0.31, 0.87], [-1.16, 2.16, 0.62], [1.77, -0.59, -0.72], [-0.66, 0.28, -0.25], [0.07, -0.26, 0.41], [-0.23, 0.10, -0.23], [-0.18, 0.29, -0.14], [-0.09, 0.26, -0.05], [0.09, 0.02, -0.63], [-0.38, 0.76, -0.33], [-0.23, 0.31, -0.07], [-0.26, -1.21, 0.14], [-0.32, 0.52, -0.09]],
  "total_charge": 0,
  "gap_ev": 9.26,
  "e_tot_ev": -151105.3666
}